(1)
DFT (ωB97M-V with the def2-TZVPD basis set) results for a molecular structure, C16H20CoF12NO11.

```
61
C16H20CoF12NO11 ωB97M-V with the def2-TZVPD basis set
Co 6.4917 8.2159 5.4941
N 6.8814 9.9333 7.4111
O 6.1216 10.0022 6.4361
O 7.6733 9.0072 7.1714
O 6.8572 10.7091 8.3177
C 14.8139 7.0609 10.4890
C 14.5891 7.8120 9.1547
O 13.3007 8.4556 9.0323
C 12.1290 7.7621 8.6736
O 12.2484 6.5657 8.3884
C 10.8448 8.6712 8.5809
F 9.8931 8.3356 9.4736
F 11.1679 9.9940 8.7794
F 10.3523 8.6628 7.3226
H 14.6604 7.6795 11.3733
H 15.8437 6.7125 10.5681
H 14.1299 6.2149 10.5567
H 14.7783 7.1003 8.3511
H 15.3413 8.5636 8.9152
C 11.3347 8.3268 4.4537
C 10.7364 9.7467 4.6351
O 9.9554 10.0864 3.4785
C 8.6378 9.9972 3.3003
O 7.8125 9.5674 4.0843
C 8.1544 10.5746 1.9224
F 7.5238 9.5578 1.3315
F 7.3741 11.6423 2.0967
F 9.1841 11.0983 1.1823
H 12.2147 8.3893 3.8134
H 10.5473 7.7709 3.9447
H 11.6530 7.8617 5.3867
H 11.5595 10.4068 4.9088
H 10.0640 9.7700 5.4927
C 5.1614 15.7757 10.3405
C 5.6938 14.4124 10.6754
O 7.0327 14.0905 10.2353
C 7.7211 13.1237 10.8098
O 7.4016 12.5641 11.8692
C 9.1745 12.8434 10.2021
F 9.4588 13.6900 9.1541
F 10.0654 12.9334 11.1085
F 9.2442 11.5854 9.8106
H 5.9579 16.4401 10.6755
H 4.2908 16.0239 10.9476
H 5.0011 15.8547 9.2653
H 4.9820 13.6906 10.2749
H 5.6258 14.3088 11.7583
C 6.1430 9.2642 11.1189
C 6.0290 7.8736 10.4980
O 7.1996 7.2264 10.8656
C 7.7092 6.3020 10.0935
O 7.2909 5.8078 9.0580
C 8.9505 5.6627 10.7839
F 9.4792 6.5915 11.5157
F 8.5260 4.6137 11.4742
F 9.8340 5.3684 9.8896
H 6.1558 9.2385 12.2085
H 5.1556 9.7231 11.0690
H 7.0540 9.8264 10.9134
H 5.9419 7.9635 9.4152
H 5.1832 7.2277 10.7340
```

Results
**2S+1**: 4
**Orbital gap (alpha / beta)**: 6.365 / 6.215 eV
**⟨S²⟩**: 3.7565
**HOMO (alpha / beta)**: -12.97 / -12.97 eV
**Net charge**: +1

Löwdin atomic charge list, values in e, 2 entries: Co 1.24; N -0.53

(2)
DFT (ωB97M-V with the def2-TZVPD basis set) results for a gas-phase ion, C16H27O2Si (charge +1).

```
46
C16H27O2Si ωB97M-V with the def2-TZVPD basis set
C -5.1398 1.9293 1.5602
C -4.2028 1.0831 2.4457
C -2.9259 0.5383 1.7993
C -2.0134 -0.1569 2.8040
O -1.0963 -1.1172 1.9216
C 0.0978 -1.3515 2.3820
C 0.4098 -2.6805 3.0126
O 0.8956 -0.3208 2.5702
Si 2.2587 0.5553 1.9069
C 3.0756 1.5981 3.2301
C 3.2530 -0.8449 1.2173
C 1.6464 1.7846 0.6499
H -6.0687 2.1028 2.1208
H -4.7009 2.9102 1.3355
H -5.4001 1.4269 0.6194
H -3.9177 1.6941 3.3146
H -4.7783 0.2263 2.8269
H -3.1990 -0.1639 0.9973
H -2.3483 1.3644 1.3565
H -1.3283 0.5301 3.3225
H -2.5450 -0.8314 3.4900
H 1.0089 -2.4142 3.8905
H -0.5876 -2.9800 3.3845
H 3.9807 2.0616 2.7976
H 2.4040 2.4133 3.5478
H 3.3738 1.0189 4.1155
H 4.1378 -0.4359 0.7036
H 3.5875 -1.5327 2.0086
H 2.6484 -1.4090 0.4885
H 2.4924 2.0838 0.0092
H 0.8554 1.3661 0.0145
H 1.2663 2.6903 1.1475
C 1.0077 -3.8746 2.3320
C -0.0239 -4.9615 2.3048
C -0.2426 -5.9704 3.2019
C 0.5946 -6.6054 4.1439
C 1.9171 -6.3765 4.3422
C 2.6470 -5.2919 3.7775
C 2.2894 -4.2367 3.0230
H 1.2587 -3.7060 1.2761
H -0.8354 -4.7490 1.5917
H -1.2463 -6.4097 3.1576
H 0.0965 -7.3541 4.7791
H 2.4542 -6.9966 5.0587
H 3.6930 -5.2839 4.1405
H 3.0432 -3.4270 2.9579
```

Results
**Orbital gap**: 6.427 eV
**Energy relative to the best compared isomer or geometry (same formula, charge and spin)**: 168.1 kJ/mol
**HOMO**: -10.80 eV
**Net charge**: +1

Löwdin atomic charge list, values in e, 2 entries: C -0.10; C -0.26

(3)
DFT (ωB97M-V with the def2-TZVPD basis set) results for CH5FNP in the gas phase.

```
9
CH5FNP ωB97M-V with the def2-TZVPD basis set
C 0.9819 0.3149 0.0199
N 0.1971 -0.7807 -0.3026
F 0.4758 -1.9895 0.3871
P -1.7317 -0.3168 0.2093
H 0.5860 0.9278 -0.6481
H 1.0389 0.7106 1.0874
H 2.1480 0.0369 -0.2228
H -2.3086 0.1057 -1.0650
H -1.3874 0.9910 0.5349
```

Results
**Orbital gap**: 9.620 eV
**Energy relative to the best compared isomer or geometry (same formula, charge and spin)**: 345.0 kJ/mol
**SMILES**: CN(F)P
**HOMO**: -9.13 eV

Löwdin atomic charge list, values in e, 2 entries: C -0.26; N -0.35

(4)
DFT (ωB97M-V with the def2-TZVPD basis set) results for a molecular structure, AgCl5O8.

```
14
AgCl5O8 ωB97M-V with the def2-TZVPD basis set
Ag 1.1927 -0.4374 -1.7420
Cl 1.2738 -3.1005 -0.4421
Cl -0.0038 -1.1697 -3.9559
Cl 3.7326 -0.6849 -2.4543
Cl -2.6046 -0.4364 0.0802
O -2.4156 0.2879 1.3606
O -3.1703 -1.7232 0.4789
O -3.6626 0.3232 -0.4390
O -1.6313 -0.6854 -0.9096
Cl 1.4469 1.5716 1.6015
O 0.4008 1.1935 2.4759
O 1.0410 2.6979 0.8277
O 2.6847 1.5857 2.4573
O 1.7158 0.5775 0.6608
```

Results
**2S+1**: 2
**Orbital gap (alpha / beta)**: 7.839 / 4.505 eV
**⟨S²⟩**: 0.7584
**HOMO (alpha / beta)**: -0.14 / 0.10 eV
**Net charge**: -3

Löwdin atomic charge list, values in e, 2 entries: Ag 0.42; Cl -0.22

(5)
DFT (ωB97M-V with the def2-TZVPD basis set) results for 2 unconnected molecules or ions with the total composition C3H8N2.

```
13
C3H8N2 ωB97M-V with the def2-TZVPD basis set
C -3.2254 2.1185 0.6948
N -4.2055 1.7869 1.4463
H -3.3341 2.7183 -0.2245
H -2.2649 1.6237 0.9412
H -4.3201 2.3816 2.2590
C 2.0406 -2.5365 -0.6381
C 2.0762 -1.2553 -0.9918
N 2.6674 -0.1280 -0.4067
H 2.7528 -3.0223 0.0084
H 1.3390 -3.1672 -1.1541
H 1.6916 -0.9712 -1.9687
H 2.6832 -0.2405 0.6032
H 2.0991 0.6921 -0.5690
```

Results
**Orbital gap**: 8.275 eV
**Energy relative to the best compared isomer or geometry (same formula, charge and spin)**: 489.1 kJ/mol
**SMILES**: C=CN.C=N
**HOMO**: -8.28 eV

Löwdin atomic charge list, values in e, 2 entries: C -0.13; N -0.05

(6)
DFT (ωB97M-V with the def2-TZVPD basis set) results for a molecular structure, C23H41NNdO2P2.

```
70
C23H41NNdO2P2 ωB97M-V with the def2-TZVPD basis set
Nd -0.1139 0.4115 0.2156
C -0.9339 -1.9015 1.0842
C 0.3922 -2.2097 0.5901
C 0.6269 -0.6394 2.3309
C -0.8050 -0.9371 2.1698
C 1.3537 -1.4273 1.3412
C -2.1960 -2.4610 0.5728
H -2.1248 -2.8510 -0.4468
H -3.0202 -1.7464 0.5689
H -2.5123 -3.2946 1.2077
C -1.8978 -0.1319 2.7295
H -2.8726 -0.3028 2.2515
H -1.7615 0.9676 2.7277
H -1.9922 -0.4084 3.7825
C 1.1741 0.5013 3.0761
H 1.3288 0.1697 4.1058
H 0.5306 1.3940 3.1367
H 2.1419 0.8824 2.7112
C 2.8105 -1.4195 1.1326
H 3.2910 -2.0714 1.8679
H 3.2661 -0.4353 1.2517
H 3.1162 -1.7790 0.1457
C 0.7202 -3.2313 -0.4236
H 0.9578 -4.1936 0.0435
H 1.5829 -2.9740 -1.0395
H -0.0973 -3.4237 -1.1178
C -1.7840 1.5222 -6.8400
C -1.8595 0.1691 -6.8396
C -1.0449 -0.8051 -7.6338
C 0.3018 -0.2969 -8.1872
C 1.2290 0.1834 -7.1133
C 1.2979 1.4096 -6.5424
C 0.4908 2.6284 -6.8712
C -0.8450 2.4009 -7.6063
H -1.6330 -1.2173 -8.4726
H 0.1337 0.4350 -8.9868
H -0.8449 -1.6660 -6.9742
H -0.6645 2.0679 -8.6360
H -2.5141 2.0777 -6.2427
H -2.6668 -0.2961 -6.2693
H -1.3299 3.3901 -7.6840
H 0.2788 3.1361 -5.9155
H 2.0960 1.5912 -5.8181
H 1.0889 3.3498 -7.4552
H 0.7895 -1.1660 -8.6629
H 1.9486 -0.5757 -6.7892
P -1.3428 0.3107 -2.1988
C -2.9248 1.2103 -1.9923
C -1.5331 -1.1599 -3.2477
P 1.5447 0.9072 -1.8722
C 0.0169 1.4444 -2.8320
C 2.5138 -0.3243 -2.7910
C 2.5607 2.3500 -1.3785
H -2.8319 1.9758 -1.1808
H -3.7045 0.4627 -1.7030
H -3.1019 1.6656 -2.9883
H -1.6553 -0.7406 -4.2759
H -2.4294 -1.7148 -2.8603
H -0.6222 -1.7960 -3.1243
H 2.8069 2.8391 -2.3430
H 3.4603 1.9634 -0.8378
H 1.9818 3.0175 -0.6918
H -0.2299 2.4813 -2.5563
H 0.1680 1.2899 -3.9061
H 3.4552 -0.4928 -2.2032
H 2.6646 0.1619 -3.7829
H 1.9251 -1.2733 -2.8358
O -0.7343 2.9480 2.0525
N -0.8042 3.4719 0.9511
O -0.6108 2.6819 -0.1053
```

Results
**2S+1**: 4
**Orbital gap (alpha / beta)**: 8.139 / 8.248 eV
**⟨S²⟩**: 3.7557
**HOMO (alpha / beta)**: -11.03 / -10.99 eV
**Net charge**: +1

Löwdin atomic charge list, values in e, 2 entries: Nd 1.56; C -0.32

Number 1: largest force on an atom 5.4 eV Å⁻¹. Number 2: largest force on an atom 2.6 eV Å⁻¹. Number 3: largest force on an atom 7.6 eV Å⁻¹. Number 4: largest force on an atom 5.9 eV Å⁻¹. Number 5: largest force on an atom 2.9 eV Å⁻¹. Number 6: largest force on an atom 3.0 eV Å⁻¹.